Entry 1:
{
  "formula": "C18H35NO2",
  "method": "ωB97M-V/def2-TZVPD",
  "smiles": "CCCCCCCCCC[C@@]1(CCCCN)CCC(=O)O1",
  "e_lumo_ev": 0.63,
  "total_energy_ev": -24818.624,
  "homo_ev": -9.008,
  "symbols": ["C", "C", "C", "C", "C", "C", "C", "C", "C", "C", "C", "C", "C", "C", "C", "N", "C", "C", "C", "O", "O", "H", "H", "H", "H", "H", "H", "H", "H", "H", "H", "H", "H", "H", "H", "H", "H", "H", "H", "H", "H", "H", "H", "H", "H", "H", "H", "H", "H", "H", "H", "H", "H", "H", "H", "H"],
  "positions_angstrom": [[-0.4249, -5.9289, 1.7642], [-1.2845, -5.3195, 0.6505], [-1.1014, -3.8030, 0.5922], [-2.2235, -3.1025, -0.1974], [-2.0942, -3.4585, -1.7039], [-2.2422, -2.2735, -2.6723], [-1.4051, -1.0407, -2.3053], [-2.2310, 0.0666, -1.6344], [-1.3555, 1.0120, -0.7855], [-0.1975, 1.6504, -1.5712], [1.1398, 1.8043, -0.8097], [1.1031, 1.7060, 0.7130], [0.3866, 2.9487, 1.3263], [1.3765, 3.9606, 1.9324], [0.8757, 4.5851, 3.2734], [2.0170, 5.0145, 4.0939], [2.1982, 0.9881, -1.5771], [3.4795, 1.5980, -1.0172], [3.0267, 3.0787, -0.9343], [3.7324, 3.9792, -0.7716], [1.6784, 3.1479, -1.0476], [-0.5972, -7.0010, 1.8476], [0.6380, -5.7857, 1.5785], [-0.6992, -5.4904, 2.7251], [-2.3207, -5.6200, 0.7958], [-0.9059, -5.7580, -0.2742], [-1.0998, -3.4301, 1.6186], [-0.1465, -3.5848, 0.1098], [-3.1450, -3.5537, 0.1729], [-2.2407, -2.0365, 0.0062], [-2.9025, -4.1529, -1.9371], [-1.1658, -4.0087, -1.8625], [-3.3010, -2.0308, -2.7500], [-1.9234, -2.6265, -3.6534], [-0.5057, -1.2709, -1.7295], [-1.0557, -0.6126, -3.2469], [-2.9485, -0.3771, -0.9433], [-2.8186, 0.6456, -2.3486], [-2.0117, 1.8112, -0.4379], [-1.0473, 0.4451, 0.0915], [-0.5261, 2.6480, -1.8648], [-0.0013, 1.1366, -2.5045], [2.1002, 1.7063, 1.1431], [0.6363, 0.7930, 1.0757], [-0.2572, 3.4268, 0.5966], [-0.1959, 2.5634, 2.1650], [1.5420, 4.7885, 1.2447], [2.3416, 3.5078, 2.1585], [0.2726, 3.8414, 3.7919], [0.2831, 5.4751, 3.0673], [2.5670, 5.6846, 3.5688], [2.6056, 4.2111, 4.2821], [2.1632, 1.4481, -2.5651], [2.0826, -0.0891, -1.6129], [3.7347, 1.1986, -0.0362], [4.3952, 1.4840, -1.5912]],
  "atomic_forces_ev_per_a": [[-0.4472, -0.1020, 0.0403], [1.1095, -0.1908, 0.1538], [-0.7467, 0.1345, -0.0006], [0.5290, -1.1328, -0.1999], [-0.7466, 0.4224, 0.3218], [0.6940, -0.5981, 0.2862], [-0.7817, 0.6083, -0.8113], [0.5371, 0.0544, 0.7994], [-0.6441, -0.0959, -0.6330], [-0.2327, 0.6668, 0.9003], [0.0512, -0.3528, -0.8702], [-0.6087, 0.3607, 0.0811], [0.7999, -0.6562, 0.5517], [-0.9723, 0.5432, 0.3332], [1.1098, -0.0891, -0.8513], [-0.5409, -0.0472, 0.2718], [0.7769, 0.8468, 0.4985], [-0.2622, -0.1934, 0.0970], [-1.0352, -3.7007, -0.0402], [1.9693, 3.4141, 0.3289], [-0.0738, 0.2155, -0.0324], [0.0180, -0.0997, -0.0373], [0.0583, 0.1566, 0.0634], [0.1849, 0.0442, 0.0631], [-0.1533, 0.1555, -0.0879], [-0.4240, -0.0582, -0.2472], [0.1906, 0.1359, 0.0256], [0.1709, 0.1249, 0.2482], [-0.2640, 0.4025, 0.0734], [0.0657, 0.0665, -0.0764], [0.1250, -0.2192, -0.1284], [0.1478, 0.2057, -0.1364], [-0.0440, 0.2809, -0.0207], [-0.1477, -0.0257, -0.1285], [-0.1179, -0.2209, 0.1803], [0.2796, -0.0624, -0.0033], [-0.1674, -0.0312, -0.0771], [0.0838, -0.1370, -0.2472], [0.0860, 0.0024, 0.3069], [0.2473, 0.0398, -0.0431], [0.0967, 0.1007, -0.0223], [0.0171, -0.2533, -0.0342], [0.2233, -0.1483, -0.2412], [-0.0561, -0.1257, -0.2347], [-0.2445, -0.0048, 0.0302], [-0.4008, 0.1072, -0.1515], [0.3080, -0.0983, -0.1876], [0.0338, -0.1877, -0.1534], [-0.0113, 0.1510, 0.3211], [-0.2970, -0.1229, 0.0913], [0.0637, -0.0614, 0.0627], [0.1022, 0.1243, 0.0011], [-0.3876, -0.7083, -0.4173], [-0.0165, -0.0839, 0.1613], [-0.1008, 0.2443, 0.1889], [-0.1547, 0.1989, -0.3669]],
  "lowdin_charge": [-0.121, -0.272, -0.234, -0.192, -0.200, -0.201, -0.212, -0.211, -0.185, -0.095, -0.408, -0.105, -0.160, -0.193, -0.275, -0.024, -0.095, -0.064, -0.512, 0.170, 0.038, 0.065, 0.071, 0.069, 0.108, 0.102, 0.106, 0.111, 0.105, 0.083, 0.106, 0.101, 0.110, 0.102, 0.115, 0.102, 0.096, 0.116, 0.111, 0.097, 0.128, 0.097, 0.101, 0.108, 0.112, 0.103, 0.110, 0.101, 0.098, 0.107, 0.063, 0.057, 0.128, 0.125, 0.114, 0.121]
}

---

Entry 2:
{
  "formula": "C10H18N3",
  "method": "ωB97M-V/def2-TZVPD",
  "smiles": "C/C=[NH+]/C(C)=C\\[C@H](C)/C=C\\C=N\\N",
  "total_charge": 1,
  "e_lumo_ev": -4.00,
  "total_energy_ev": -15121.590,
  "homo_ev": -11.344,
  "e_above_lowest_kj_mol": 572.6,
  "symbols": ["C", "C", "N", "C", "C", "C", "C", "C", "C", "C", "C", "N", "N", "H", "H", "H", "H", "H", "H", "H", "H", "H", "H", "H", "H", "H", "H", "H", "H", "H", "H"],
  "positions_angstrom": [[1.8157, -1.8861, -1.3589], [1.4627, -0.5603, -0.8012], [1.5408, -0.4092, 0.4572], [1.1986, 0.8979, 1.0883], [2.2278, 1.3050, 2.1153], [0.1302, 1.5360, 0.7055], [-0.9315, 1.2426, -0.4025], [-0.8897, 2.3661, -1.3701], [-2.3200, 1.1051, 0.0981], [-3.0031, -0.0475, 0.1648], [-2.4950, -1.4032, 0.3199], [-1.2240, -1.6690, 0.4006], [-0.8404, -2.8697, 0.3503], [1.4363, -2.7126, -0.6863], [1.2471, -2.1035, -2.2840], [2.8913, -1.8329, -1.3876], [1.2821, 0.2197, -1.5404], [1.9512, -1.1611, 1.0000], [2.8003, 0.3893, 2.4888], [1.9041, 1.7900, 3.0552], [2.9595, 1.9772, 1.6388], [-0.1082, 2.2460, 1.4110], [-0.7431, 0.3060, -0.8622], [-1.0880, 3.3168, -0.9860], [-1.5700, 2.2658, -2.2040], [-0.0439, 2.5734, -1.9934], [-2.8181, 2.0193, -0.0297], [-4.0138, -0.2576, 0.1726], [-3.1582, -2.2887, 0.1676], [-0.0384, -2.9215, 0.8837], [-1.4439, -3.7629, 0.4511]],
  "atomic_forces_ev_per_a": [[-1.9492, -1.0352, 0.6114], [0.3741, -1.5498, -0.9657], [-0.0946, 2.8968, -0.3098], [1.6881, -2.0626, 0.6886], [1.0176, -0.9447, 0.7954], [-1.7653, -1.6601, -1.5463], [1.7171, 0.1332, 2.0253], [-0.1396, 0.2598, -2.4101], [-0.7627, -0.9935, -0.7144], [1.8454, -0.9788, 0.8768], [2.0105, -0.7295, -1.1975], [-3.6124, 4.3612, 0.1742], [0.1946, -5.8072, -0.5960], [0.8595, 0.9314, -0.4548], [1.0195, 0.4102, 0.0808], [0.5326, -0.6369, -0.7451], [-0.2244, 0.3635, 0.8363], [-0.3578, 0.0187, 0.3002], [-0.6241, 1.1110, -0.5993], [-0.4385, -0.1233, -0.7831], [-0.1431, -0.2977, 0.2051], [-0.6510, 2.3373, 0.9408], [0.6180, -0.8727, -0.5588], [-0.5663, 1.4038, 1.2355], [-1.0094, -0.4709, 0.1255], [1.5994, -0.5420, 0.2751], [-1.2476, 1.0110, 0.3036], [-2.5455, 1.4530, 0.1748], [0.0669, 0.8457, 0.2955], [2.0213, -1.0588, 1.1110], [0.5670, 2.2273, -0.1752]],
  "lowdin_charge": [-0.019, -0.084, 0.141, -0.243, -0.024, 0.043, -0.353, -0.069, -0.047, -0.051, -0.122, -0.076, -0.010, 0.088, 0.112, 0.102, 0.161, 0.175, 0.100, 0.098, 0.094, 0.115, 0.086, 0.077, 0.099, 0.081, 0.099, 0.080, 0.128, 0.051, 0.167]
}

---

Entry 3:
{
  "formula": "C7H14O3",
  "method": "ωB97M-V/def2-TZVPD",
  "smiles": "CC(C)[C@@H](CCO)C(=O)O",
  "e_lumo_ev": 0.57,
  "total_energy_ev": -13627.219,
  "homo_ev": -10.171,
  "e_above_lowest_kj_mol": 189.5,
  "symbols": ["C", "C", "C", "C", "C", "C", "O", "C", "O", "O", "H", "H", "H", "H", "H", "H", "H", "H", "H", "H", "H", "H", "H", "H"],
  "positions_angstrom": [[1.8921, 1.1258, 0.9421], [1.1381, 0.5904, -0.2758], [2.1130, -0.0384, -1.2721], [0.0351, -0.4077, 0.1456], [-1.0164, 0.1870, 1.0943], [-2.2139, -0.7492, 1.2041], [-2.7066, -1.1293, -0.0725], [-0.6842, -1.0078, -1.0548], [-0.3782, -2.0534, -1.5788], [-1.5526, -0.0216, -1.9932], [2.7123, 1.7813, 0.6176], [1.2476, 1.7112, 1.6105], [2.3320, 0.2975, 1.5189], [0.6491, 1.4479, -0.7692], [2.9497, 0.6466, -1.4676], [2.5324, -0.9706, -0.8637], [1.6272, -0.2686, -2.2299], [0.5166, -1.2607, 0.6506], [-0.5750, 0.3222, 2.0894], [-1.3567, 1.1705, 0.7313], [-1.8878, -1.6857, 1.6797], [-3.0140, -0.2855, 1.7998], [-2.8829, -0.2791, -0.8544], [-1.4770, 0.8772, -1.6520]],
  "atomic_forces_ev_per_a": [[0.0348, 0.0104, 0.1750], [-0.1330, 0.1187, -0.2903], [0.1130, -0.0719, -0.1143], [-0.8663, 0.3073, 0.2580], [0.1061, 0.0648, 0.1100], [-0.2951, 0.3340, -0.2523], [-0.9661, 2.6116, -2.3815], [0.7470, -0.8955, -3.4545], [-1.1937, 2.3288, 1.2007], [1.5390, -1.3645, 1.5477], [-0.2163, -0.1848, 0.0775], [0.1374, -0.1728, -0.1307], [-0.0965, 0.2061, -0.1178], [0.0653, -0.1687, 0.0906], [-0.2263, -0.1516, 0.0237], [-0.1163, 0.2143, -0.1368], [0.1412, -0.0067, 0.2737], [-0.1633, 0.1157, -0.2814], [-0.1348, 0.1359, -0.1757], [0.1537, -0.1212, 0.0840], [-0.2452, 0.1659, -0.0547], [0.2294, -0.1608, 0.0478], [1.0639, -3.4727, 3.4458], [0.3220, 0.1575, 0.0557]],
  "lowdin_charge": [-0.072, -0.396, -0.063, -0.234, -0.151, -0.257, -0.153, -0.334, 0.127, -0.057, 0.082, 0.074, 0.093, 0.138, 0.081, 0.095, 0.085, 0.166, 0.120, 0.126, 0.131, 0.118, 0.223, 0.057]
}

---

Entry 4:
{
  "formula": "C5H6OS",
  "method": "ωB97M-V/def2-TZVPD",
  "smiles": "C1=COC=CSC1",
  "e_lumo_ev": 0.64,
  "total_energy_ev": -18160.722,
  "homo_ev": -8.296,
  "e_above_lowest_kj_mol": 377.8,
  "symbols": ["C", "C", "O", "C", "C", "S", "C", "H", "H", "H", "H", "H", "H"],
  "positions_angstrom": [[-0.3402, 1.4175, -0.0930], [-1.3876, 0.5987, -0.2990], [-1.6392, -0.7511, 0.0595], [-0.6081, -1.6726, -0.0420], [0.7241, -1.5969, 0.0324], [1.9648, -0.2914, -0.3403], [0.9773, 1.1794, 0.3704], [-0.6413, 2.4282, -0.8248], [-2.2694, 1.2731, -0.7825], [-0.9876, -2.7096, -0.1402], [1.4195, -2.4844, 0.1759], [1.5920, 2.0529, 0.4809], [1.1958, 0.5561, 1.4026]],
  "atomic_forces_ev_per_a": [[-2.7101, 1.7714, -3.5074], [-1.9320, 1.4794, -0.4353], [1.2226, 1.5598, -1.3002], [-0.0308, -1.0873, 0.5710], [2.5757, 0.5267, -0.6710], [-1.7896, 0.0596, -0.2625], [3.0541, -3.0174, 3.6221], [1.5442, -2.5858, 2.7051], [1.4745, -2.9273, 1.2534], [-0.1878, 0.9062, 0.5703], [-1.8170, 0.6296, -0.4950], [0.3975, 0.2526, -0.3780], [-1.8012, 2.4326, -1.6725]],
  "lowdin_charge": [-0.217, -0.138, -0.051, -0.207, -0.406, 0.800, -0.471, 0.177, 0.152, 0.126, 0.069, 0.058, 0.109]
}

---

Entry 5:
{
  "formula": "C9H10O",
  "method": "ωB97M-V/def2-TZVPD",
  "smiles": "OC[C@]12[C@H]3[C@@H]4C5[C@H]3[C@H]1[C@@H]5[C@@H]42",
  "e_lumo_ev": 0.87,
  "total_energy_ev": -11536.195,
  "homo_ev": -9.388,
  "e_above_lowest_kj_mol": 442.4,
  "symbols": ["O", "C", "C", "C", "C", "C", "C", "C", "C", "C", "H", "H", "H", "H", "H", "H", "H", "H", "H", "H"],
  "positions_angstrom": [[0.4271, -0.3755, 2.9766], [-0.2664, -1.0387, 1.9453], [-0.1151, -0.3291, 0.6107], [-0.8650, -0.8089, -0.6856], [0.4714, -0.7113, -1.5522], [0.0977, 0.7737, -1.8288], [-1.2830, 0.6448, -1.0582], [-0.4915, 1.1463, 0.2566], [0.7962, 1.2612, -0.6027], [1.2170, -0.1801, -0.2269], [1.2751, 0.2022, 2.4925], [-1.3207, -0.9645, 2.2752], [0.0286, -2.0801, 1.8998], [-1.6009, -1.7064, -0.5663], [0.7832, -1.6325, -2.1531], [0.2742, 1.0843, -2.8331], [-2.2533, 1.1241, -1.3072], [-0.7181, 1.9248, 1.0059], [1.3541, 2.1452, -0.6077], [2.1895, -0.4794, -0.0408]],
  "atomic_forces_ev_per_a": [[4.3016, 2.8746, -1.6773], [-0.8107, 1.2502, -0.3868], [-0.0288, -0.6749, -0.3881], [-1.1905, -1.8558, 0.7203], [-0.7135, -1.3896, 1.9619], [-1.1185, -0.9827, -1.7881], [0.6152, 1.1526, 0.8689], [0.0151, 0.1357, -0.0311], [-0.3792, -0.5230, 0.7907], [-1.6421, -0.1459, -1.1212], [-3.6484, -2.6538, 2.1665], [0.2020, -0.3538, -0.4064], [0.0994, -0.3677, -0.2405], [1.3382, 1.5062, -0.6037], [-0.2057, 1.8504, 0.3819], [-0.1913, 0.9441, -0.6111], [0.5942, -0.8480, -0.1910], [-0.3328, -0.4398, -0.4610], [1.2074, 1.1149, 0.1301], [1.8884, -0.5938, 0.8859]],
  "lowdin_charge": [-0.127, -0.228, -0.283, -0.121, -0.078, -0.157, -0.068, -0.083, -0.157, -0.078, 0.203, 0.130, 0.115, 0.161, 0.149, 0.123, 0.132, 0.142, 0.120, 0.105]
}

---

Entry 6:
{
  "formula": "C9H12NO",
  "method": "ωB97M-V/def2-TZVPD",
  "total_charge": 1,
  "e_lumo_ev": [-6.45, -6.41],
  "total_energy_ev": -13050.918,
  "homo_ev": [-13.722, -13.667],
  "e_above_lowest_kj_mol": 637.2,
  "symbols": ["C", "C", "C", "C", "C", "C", "C", "C", "C", "N", "O", "H", "H", "H", "H", "H", "H", "H", "H", "H", "H", "H", "H"],
  "positions_angstrom": [[1.9051, -0.3124, 0.7189], [0.3764, 0.1951, -0.4709], [1.2192, 0.8336, 0.5316], [1.2262, -1.0654, -0.4617], [-0.7783, -0.4277, -0.0994], [1.0934, 2.0390, 1.3187], [1.8779, -1.8632, -1.4940], [-2.6177, 1.1497, -0.7118], [-2.1792, -0.0137, 0.2285], [-0.1541, -1.6472, 0.0120], [-0.4968, -2.6309, 0.5466], [2.4391, -0.7823, 1.5425], [-0.1057, 2.1682, 1.6542], [1.3758, 2.8860, 0.7366], [1.6466, 2.0123, 2.2847], [2.6874, -1.2440, -1.8573], [1.2059, -2.2340, -2.2423], [2.5518, -2.7011, -1.0118], [-3.5941, 1.3526, -0.4535], [-2.6550, 0.7470, -1.7630], [-1.8406, 1.9442, -0.4432], [-2.9392, -0.8764, 0.1314], [-2.2439, 0.4703, 1.3031]],
  "atomic_forces_ev_per_a": [[-0.0773, -1.1479, -0.8636], [0.7578, -0.6462, 1.0344], [1.6420, 0.3771, 0.3689], [-0.1049, 0.2563, 1.7831], [-3.2386, -0.1826, -1.1318], [-3.2101, 0.5268, 2.2457], [2.7615, -1.1488, 1.0551], [3.2032, -1.4899, -0.3103], [-1.1144, 0.0559, 1.3335], [-0.2846, 1.4226, -1.2644], [-0.2136, -1.7709, 1.0721], [0.1136, 0.5487, -0.0440], [3.1193, -0.1940, -1.0453], [0.0818, 0.8730, -0.2429], [-0.1944, -0.0838, -0.9048], [-0.0386, 0.2849, -0.8673], [-0.0808, -0.1940, -0.4496], [-1.8687, 1.1845, -0.7329], [-1.9645, 1.1752, 0.6287], [0.5314, 0.9508, 0.8478], [-1.5345, -0.4601, -1.2178], [1.5056, 1.1036, 0.4613], [0.2087, -1.4410, -1.7558]],
  "lowdin_charge": [0.136, 0.098, -0.203, -0.250, -0.134, -0.009, 0.015, -0.075, -0.159, -0.076, 0.236, 0.147, 0.167, 0.082, 0.110, 0.100, 0.095, 0.155, 0.045, 0.107, 0.102, 0.152, 0.160]
}

---

| no. | molecular weight (g mol⁻¹) |
| --- | --- |
| 1 | 297.48 |
| 2 | 180.28 |
| 3 | 146.19 |
| 4 | 114.17 |
| 5 | 134.18 |
| 6 | 150.20 |